C20H44N3OP2STi | ωB97M-V with the def2-TZVPD basis set

XYZ file:
```
72
Properties=species:S:1:pos:R:3:forces:R:3:lowdin_charge:R:1
Ti 0.037 0.058 -0.562 -13.19 0.69 -1.51 0.36
P 0.001 -1.869 -1.665 1.82 -5.23 -3.62 0.97
P 0.223 2.215 -0.058 1.74 6.26 1.12 0.97
N 0.468 0.804 -2.650 -0.44 -0.38 0.59 -0.18
C 0.947 -1.527 -3.271 0.04 0.50 0.07 -0.23
H 1.778 -2.244 -3.383 -0.36 0.29 0.11 0.11
H 0.271 -1.678 -4.132 0.25 0.15 0.48 0.10
C 1.483 -0.089 -3.258 0.51 -0.19 -0.41 -0.22
H 2.397 -0.020 -2.645 -0.17 0.03 -0.31 0.13
H 1.733 0.242 -4.288 -0.11 -0.13 0.59 0.15
C 0.723 2.268 -2.762 -0.07 0.60 -0.41 -0.21
H -0.243 2.753 -2.983 0.40 -0.18 0.03 0.14
H 1.394 2.471 -3.619 -0.32 -0.13 0.41 0.15
C 1.297 2.837 -1.464 0.14 -0.52 0.00 -0.25
H 1.378 3.937 -1.518 -0.15 -0.46 0.25 0.12
H 2.308 2.432 -1.287 -0.16 0.23 -0.06 0.10
C 1.072 2.814 1.516 0.15 0.01 0.28 -0.44
C 1.873 1.710 2.226 0.22 0.03 0.00 -0.10
H 2.843 1.516 1.737 -0.39 0.09 0.28 0.09
H 1.301 0.767 2.265 0.35 0.44 0.06 0.02
H 2.081 2.018 3.267 -0.02 -0.10 -0.50 0.11
C -1.315 3.295 -0.172 -0.96 -0.60 -0.58 -0.48
C -2.335 2.855 0.890 -0.77 -0.22 0.17 -0.12
H -3.339 2.757 0.437 0.48 0.00 0.21 0.11
H -2.411 3.596 1.705 -0.03 -0.49 -0.52 0.09
H -2.053 1.882 1.325 -0.45 0.28 -0.16 0.01
C -1.610 -2.604 -2.312 -1.40 -0.06 0.08 -0.46
C -2.259 -3.487 -1.236 0.13 0.06 0.64 -0.09
H -3.345 -3.616 -1.397 0.55 0.23 -0.09 0.12
H -2.101 -3.033 -0.240 -0.39 -0.39 -0.27 0.04
H -1.805 -4.494 -1.244 -0.25 0.53 0.11 0.08
C 0.979 -3.326 -0.978 0.39 0.03 0.36 -0.49
C 0.538 -3.718 0.442 0.04 -0.25 0.26 -0.11
H 1.341 -4.300 0.931 -0.34 0.19 -0.31 0.11
H -0.373 -4.338 0.436 0.48 0.28 0.06 0.09
H 0.337 -2.826 1.053 0.13 -0.50 -0.15 -0.01
C 1.699 -0.259 -0.020 16.68 -3.00 5.11 -0.23
O 2.811 -0.513 0.302 -5.97 1.06 -1.87 0.24
C -1.069 4.810 -0.148 0.65 0.52 -0.21 -0.08
H -0.035 5.049 0.158 -0.45 0.16 -0.23 0.08
H -1.251 5.281 -1.129 0.14 -0.30 0.40 0.11
H -1.745 5.292 0.583 0.32 -0.26 -0.39 0.11
C -1.337 -3.420 -3.586 0.31 0.28 -0.82 -0.09
H -1.889 -4.376 -3.558 0.21 0.45 0.08 0.12
H -1.668 -2.857 -4.478 0.17 -0.35 0.36 0.11
H -0.266 -3.648 -3.710 -0.77 -0.10 -0.18 0.05
C 1.054 -4.534 -1.922 -0.12 -0.23 -0.19 -0.07
H 1.698 -5.319 -1.483 -0.22 0.46 -0.09 0.12
H 0.058 -4.980 -2.086 0.61 0.12 0.16 0.08
H 1.475 -4.270 -2.909 -0.10 -0.25 0.49 0.08
C 0.026 3.424 2.466 -0.12 0.36 0.13 -0.09
H -0.786 2.720 2.707 0.62 0.34 -0.02 0.05
H 0.498 3.721 3.418 0.00 -0.05 -0.45 0.11
H -0.420 4.324 2.003 0.28 -0.57 0.68 0.07
H 1.774 3.608 1.199 -0.35 -0.30 0.05 0.13
H 1.988 -2.877 -0.892 -0.25 -0.18 -0.15 0.11
H -1.722 3.005 -1.160 0.19 0.10 0.42 0.10
H -2.287 -1.760 -2.548 0.44 -0.27 0.23 0.12
H -0.437 0.607 -3.087 0.25 0.12 -0.12 0.13
H -1.547 0.393 -1.003 -0.59 0.59 -0.25 -0.01
S -1.176 -0.841 1.431 -0.93 0.07 -3.94 0.85
C -0.565 -0.474 2.889 1.55 0.37 5.57 -0.74
N 0.494 -1.152 3.502 -2.55 1.68 -1.82 0.05
C 0.661 -0.653 4.845 0.83 -0.04 1.38 -0.11
C -0.481 0.377 5.042 0.01 0.35 1.53 -0.11
N -1.178 0.409 3.781 1.52 -2.10 -2.77 0.06
H 1.081 -1.875 3.063 -0.74 0.65 0.29 0.17
H 1.658 -0.171 4.940 -0.59 -0.39 0.14 0.14
H 0.565 -1.485 5.576 0.26 0.58 -0.43 0.15
H -0.085 1.386 5.287 -0.32 -0.66 0.00 0.14
H -1.182 0.036 5.834 0.51 0.41 -0.36 0.15
H -2.025 0.964 3.587 0.73 -0.70 0.00 0.17
```
Positions in Å, forces in eV/Å.

The HOMO energy (spin up / spin down) comes out at -18.45 / -18.45 eV. Its total charge is +3. The multiplicity is 1. The value obtained for the energy is -80468.724 eV. Its LUMO energy (spin up / spin down) is -12.8822 / -12.8810 eV. For the energy relative to the best compared isomer or geometry (same formula, charge and spin), the calculation gives 3.839 eV.